1.
The following is a quantum chemistry calculation of a molecular structure, C6H5I2NO, from the Open Molecules 2025 dataset.

HOMO energy (alpha / beta) ... -8.19 / -8.46 eV
Gap between HOMO and LUMO (alpha / beta) ... 8.0 / 6.1 eV

```
! wB97M-V def2-TZVPD RIJCOSX def2/J DEFGRID3
* xyz 0 3
C 1.556 1.020 0.002
C 1.234 1.143 -1.342
C 0.614 0.696 0.936
C -0.042 0.829 -1.786
C -0.616 0.313 0.416
C -0.397 -2.686 1.684
N -0.987 0.336 -0.868
O -2.085 -0.111 -1.266
I -1.159 -2.149 3.605
I -1.715 -3.716 0.381
H 2.571 1.214 0.173
H 2.033 1.446 -1.946
H 0.880 0.467 1.912
H -0.360 0.850 -2.837
H -1.526 0.351 0.937
*
```

2.
The following is a quantum chemistry calculation of 2 unconnected molecules or ions with the total composition C6H14O3SSi, from the Open Molecules 2025 dataset.

ΔE to the lowest compared entry with this formula, charge and spin ... 17.2 kcal per mole
HOMO energy (alpha / beta) ... -8.98 / -8.98 eV
SMILES ... CO[SiH](OC)OC.C=CC=S
Gap between HOMO and LUMO (alpha / beta) ... 7.9 / 7.9 eV

```
! wB97M-V def2-TZVPD RIJCOSX def2/J DEFGRID3
* xyz 0 1
C -3.244 -1.524 -1.170
C -3.013 -0.345 -0.543
C 0.004 1.000 -1.780
C 3.219 -2.103 -0.277
C -0.143 1.155 2.273
C -3.484 0.873 -1.173
O 0.925 0.181 -1.119
O 2.453 -1.289 0.543
O 0.916 0.304 1.712
Si 1.010 -0.578 0.374
S -3.451 2.405 -0.510
H -3.005 -2.570 -0.788
H -3.639 -1.431 -2.120
H -2.321 -0.154 0.210
H 0.467 1.985 -1.898
H -0.897 1.192 -1.230
H -0.348 0.425 -2.707
H 2.667 -2.650 -1.012
H 3.681 -2.890 0.390
H 4.050 -1.366 -0.683
H -0.251 0.595 3.249
H -0.940 1.279 1.475
H 0.268 2.164 2.517
H -3.939 0.890 -2.175
H -0.083 -1.757 0.385
*
```

3.
The following is a quantum chemistry calculation of a molecular structure, C8H5BeN2O5, from the Open Molecules 2025 dataset.

ΔE to the lowest compared entry with this formula, charge and spin ... 92.3 kcal per mole
HOMO energy (alpha / beta) ... -14.16 / -13.03 eV
Gap between HOMO and LUMO (alpha / beta) ... 8.0 / 6.0 eV

```
! wB97M-V def2-TZVPD RIJCOSX def2/J DEFGRID3
* xyz 1 1
O -0.003 2.023 -2.595
C -1.135 1.920 -2.754
Be 1.536 -1.494 0.350
O -0.010 1.734 0.887
C -0.133 0.748 0.140
C -1.882 -0.468 -1.400
O -1.807 -1.405 -2.119
C 1.159 0.177 -0.306
O 2.206 0.650 -0.697
C -1.532 0.293 -0.176
O -2.534 0.630 0.500
H 2.619 -2.075 0.092
N -0.622 -2.077 3.385
C 0.505 -2.879 3.508
C 1.203 -2.736 2.357
N 0.526 -1.833 1.546
C -0.586 -1.460 2.192
H -1.333 -1.926 4.090
H 0.774 -3.442 4.371
H 2.122 -3.190 2.068
H -1.356 -0.773 1.874
*
```

4.
The following is a quantum chemistry calculation of a molecular structure, C40H36CrFN7O2S2Se, from the Open Molecules 2025 dataset.

ΔE to the lowest compared entry with this formula, charge and spin ... 167.0 kcal per mole
HOMO energy (alpha / beta) ... -8.52 / -8.52 eV
Gap between HOMO and LUMO (alpha / beta) ... 5.0 / 5.0 eV

```
! wB97M-V def2-TZVPD RIJCOSX def2/J DEFGRID3
* xyz 1 4
Cr 0.353 0.056 0.161
C -1.162 -1.893 2.613
C -2.354 -0.935 2.534
C -3.160 -1.207 1.264
C -1.989 0.526 2.799
C -2.199 1.000 4.094
C -1.953 2.317 4.441
C -1.495 3.205 3.481
C -1.251 2.782 2.179
C -0.728 3.783 1.164
C 0.600 4.394 1.618
C -1.766 4.871 0.886
C -1.485 1.434 1.854
N -1.217 1.007 0.512
C -2.153 1.438 -0.447
C -3.462 1.811 -0.129
C -4.345 2.229 -1.110
C -3.945 2.302 -2.437
C -2.644 1.967 -2.778
C -1.786 1.551 -1.787
F -0.493 1.283 -2.116
H -1.525 -2.922 2.666
H -0.543 -1.707 3.493
H -0.537 -1.849 1.715
H -3.000 -1.201 3.375
H -2.553 -1.113 0.364
H -4.018 -0.541 1.179
H -3.540 -2.230 1.297
H -2.587 0.317 4.842
H -2.141 2.656 5.452
H -1.324 4.241 3.748
H -0.537 3.256 0.229
H 0.484 4.966 2.541
H 0.981 5.077 0.856
H 1.360 3.627 1.791
H -1.982 5.446 1.789
H -2.702 4.442 0.526
H -1.396 5.566 0.130
H -3.782 1.772 0.903
H -5.355 2.501 -0.834
H -4.636 2.627 -3.203
H -2.282 2.028 -3.796
O 3.948 -2.845 -1.322
C 2.032 -4.083 -1.337
C 1.980 -5.470 -1.751
C 0.919 -6.246 -1.381
C -0.226 -5.729 -0.732
C -0.324 -4.363 -0.583
C 0.747 -3.552 -0.943
C 0.778 -2.102 -1.062
O -0.312 -1.323 -0.963
N 2.567 -0.783 -1.125
N 1.986 0.524 -1.155
C 2.700 1.456 -1.668
S 2.039 3.061 -1.797
C 3.650 3.830 -2.113
C 4.444 2.882 -2.991
S 4.308 1.214 -2.284
H 3.972 -1.884 -1.053
H 2.817 -5.904 -2.289
H 0.938 -7.298 -1.643
H -1.046 -6.381 -0.471
H -1.240 -3.894 -0.238
H 4.156 4.020 -1.168
H 3.467 4.777 -2.619
H 5.502 3.142 -3.009
H 4.060 2.861 -4.009
Se 4.892 -4.767 4.121
N 4.459 -4.602 2.409
C 3.752 -3.507 2.298
C 3.221 -3.021 1.034
C 3.448 -3.744 -0.208
C 2.723 -2.998 -2.196
C 1.886 -1.710 -2.101
N 1.787 -1.388 -0.040
C 2.434 -1.910 1.095
C 2.229 -1.114 2.289
N 1.475 0.014 2.164
C 1.315 0.763 3.251
C 1.851 0.435 4.495
C 2.573 -0.728 4.633
C 2.775 -1.524 3.505
C 3.528 -2.767 3.519
N 4.052 -3.277 4.603
H 4.160 -4.557 -0.136
H 3.066 -3.273 -3.188
H 1.598 -1.248 -3.040
H 0.719 1.657 3.141
H 1.673 1.094 5.332
H 2.990 -1.034 5.584
*
```

5.
The following is a quantum chemistry calculation of 2 unconnected molecules or ions with the total composition C4H10N, from the Open Molecules 2025 dataset.

ΔE to the lowest compared entry with this formula, charge and spin ... 104.7 kcal per mole
HOMO energy ... -13.67 eV
Gap between HOMO and LUMO ... 6.8 eV

```
! wB97M-V def2-TZVPD RIJCOSX def2/J DEFGRID3
* xyz 1 1
C 0.220 0.049 -2.832
N -0.243 0.364 -1.664
H 0.325 0.927 -3.480
H 0.166 -0.874 -3.440
H 0.167 0.252 -0.675
H -0.851 1.179 -1.734
C -0.279 0.947 2.255
C -0.226 -0.292 1.375
C 0.571 -1.295 0.959
H -0.424 1.907 1.706
H -1.082 0.767 2.974
H 0.678 1.058 2.761
H -1.276 -0.699 1.210
H 0.261 -2.322 0.874
H 1.636 -1.158 0.938
*
```

6.
The following is a quantum chemistry calculation of 2 unconnected molecules or ions with the total composition C6H17NO, from the Open Molecules 2025 dataset.

ΔE to the lowest compared entry with this formula, charge and spin ... 54.2 kcal per mole
HOMO energy ... -9.00 eV
SMILES ... CCCCCCN.O
Gap between HOMO and LUMO ... 9.9 eV

```
! wB97M-V def2-TZVPD RIJCOSX def2/J DEFGRID3
* xyz 0 1
C 1.563 2.074 -1.164
C 1.864 0.930 -0.251
C 0.431 0.575 0.495
C -0.744 0.107 -0.486
C -0.399 -1.189 -1.131
C 0.048 -2.194 -0.099
N -0.925 -2.587 0.964
H 1.341 1.653 -2.184
H 2.387 2.720 -1.611
H 0.899 2.832 -0.742
H 2.736 1.243 0.443
H 2.010 -0.109 -0.778
H 0.327 1.660 0.914
H 0.440 -0.042 1.393
H -1.742 0.159 -0.016
H -0.934 0.946 -1.205
H 0.556 -1.054 -1.802
H -1.152 -1.649 -1.803
H 0.396 -3.284 -0.460
H 0.933 -1.884 0.451
H -0.925 -1.938 1.773
H -1.812 -2.801 0.608
H -2.956 1.805 2.473
H -2.004 0.912 1.682
O -2.339 1.115 2.535
*
```

Largest force on an atom across the listed records, respectively: 0.0756; 0.0598; 0.0984; 0.0149; 0.0757; 0.0810 Eh/bohr.
Total energy across the listed records, respectively: -26035.106; -31303.973; -21984.023; -174736.255; -5789.317; -10033.232 eV.